The following is a DFT calculation (wB97M-V/def2-TZVPD) of a molecular structure, C26H42IrN6Si.

The value obtained for the calculated total energy is -47285.659 eV. As for the multiplicity: 2. The value obtained for the LUMO energy (alpha / beta) is -0.2915 / -0.2927 Eh. The calculation puts the HOMO energy (alpha / beta) at -13.756 / -13.749 eV. As for the net charge: +2. The maximum force comes out at 2.84 eV/A. The frontier orbital gap (alpha / beta) is 5.825 / 5.783 eV.

Geometry as XYZ:
```
76
Properties=species:S:1:pos:R:3:forces:R:3
Ir -0.396010 0.062419 0.223740 1.384 1.332 -1.632
C 2.219416 1.417350 -1.007218 0.157 0.216 0.237
C 2.977576 0.674787 0.090808 -0.080 0.209 -0.371
N 2.043630 0.026126 1.034191 -0.718 0.030 0.240
C 2.397027 -1.332295 1.442548 0.014 -0.157 0.288
C 1.668134 -2.397962 0.668136 0.113 -0.120 0.081
C 1.966975 -3.736879 0.857950 0.036 0.038 -0.138
C 1.228268 -4.690091 0.176573 -0.033 0.023 0.022
C 0.235456 -4.283112 -0.701300 0.091 0.100 -0.090
C -0.000562 -2.928904 -0.849471 -0.061 -0.196 0.002
C -1.115864 -2.414205 -1.715123 -0.255 -0.304 0.132
N -1.056226 -0.963269 -1.868008 -0.089 0.236 1.127
C -0.285872 -0.485814 -3.032605 0.309 0.321 -0.100
C 0.457239 0.797022 -2.693092 -0.005 0.111 -0.377
N 1.180824 0.502437 -1.462618 -0.811 0.535 0.244
N 0.697176 -2.019202 -0.164471 -0.755 0.701 0.554
H 2.909734 1.695653 -1.810081 -0.033 -0.016 0.019
H 1.761894 2.331362 -0.623018 -0.040 -0.013 -0.040
H 3.640451 1.367802 0.610609 0.027 -0.088 0.057
H 3.604023 -0.090917 -0.372252 -0.037 -0.057 0.057
H 1.966575 0.605371 1.861226 -0.060 -0.054 0.005
H 2.134963 -1.464038 2.494606 -0.019 0.051 -0.002
H 3.474214 -1.503851 1.359969 -0.014 0.034 0.027
H 2.757593 -4.026950 1.536207 0.014 0.020 0.021
H 1.416474 -5.743240 0.333308 0.033 -0.013 -0.010
H -0.356018 -5.002257 -1.251018 0.006 -0.003 -0.029
H -2.053192 -2.673279 -1.216482 -0.056 0.072 -0.066
H -1.108294 -2.922396 -2.683192 -0.016 0.054 -0.009
H -1.996880 -0.584461 -1.912871 0.031 -0.132 0.022
H -0.935854 -0.326900 -3.894949 -0.099 -0.104 0.063
H 0.443523 -1.250994 -3.309561 -0.057 -0.058 0.049
H -0.234177 1.623539 -2.523445 0.042 -0.013 0.018
H 1.125163 1.068831 -3.517243 -0.013 -0.049 0.021
H 1.622605 -0.405272 -1.587803 -0.110 -0.065 0.125
C 0.718917 2.276870 3.187703 0.086 -0.016 -0.172
C 0.077520 2.917624 1.993850 0.611 0.430 0.559
C 0.002995 4.297641 1.851193 0.008 -0.393 -0.047
C -0.713721 4.832061 0.782596 -0.131 -0.242 -0.109
C -1.402484 3.996920 -0.076287 0.049 -0.011 -0.007
C -1.284223 2.613221 0.109918 -0.017 0.804 0.204
N -0.485390 2.131212 1.077555 -0.270 -1.984 -0.658
N -1.872194 1.623083 -0.577820 1.690 -2.230 0.469
Si -3.453548 1.677430 -1.348227 -1.055 0.253 -0.044
C -4.603400 2.601857 -0.170617 0.428 -0.334 -0.316
C -4.042261 -0.104510 -1.567255 0.170 0.241 -0.006
C -3.351663 2.577747 -3.006012 0.123 -0.335 0.458
H 0.264526 2.676704 4.093897 0.019 -0.062 0.021
H 1.784978 2.505737 3.238935 0.037 -0.019 0.027
H 0.549792 1.199670 3.166696 -0.043 0.001 0.139
H 0.489954 4.935678 2.574058 -0.045 -0.027 0.064
H -0.750527 5.902514 0.631092 -0.045 0.014 0.059
H -2.009531 4.384789 -0.880227 0.022 0.020 -0.051
H -4.534645 2.186344 0.835478 -0.035 -0.028 0.029
H -5.634973 2.507271 -0.511070 -0.036 0.037 -0.018
H -4.358040 3.661949 -0.117754 -0.039 0.043 0.000
H -3.708525 -0.759562 -0.757853 -0.042 0.022 0.074
H -3.770596 -0.544974 -2.530866 -0.082 -0.022 -0.056
H -5.132926 -0.102931 -1.538434 -0.015 0.018 -0.019
H -3.116082 3.633792 -2.873856 -0.001 0.031 0.002
H -4.318282 2.518660 -3.508296 -0.038 -0.009 -0.020
H -2.600527 2.147854 -3.670940 0.001 -0.024 -0.058
C -1.340886 -2.814924 4.755302 -0.165 0.066 0.015
C -2.306332 -1.825674 4.075911 0.126 -0.335 0.241
C -3.615946 -2.538201 3.706771 0.072 0.062 -0.015
C -2.595419 -0.647980 5.017242 0.020 0.001 -0.111
C -1.668529 -1.329789 2.856487 0.197 0.285 -0.434
C -1.149970 -0.901352 1.846862 -0.475 1.199 -0.884
H -1.808110 -3.216034 5.654750 0.035 -0.035 0.021
H -0.413876 -2.316869 5.040204 0.016 0.007 0.017
H -1.102344 -3.642036 4.086673 -0.010 -0.038 0.009
H -4.088158 -2.926989 4.608616 -0.013 -0.014 0.010
H -3.426383 -3.368509 3.026681 -0.011 -0.033 0.007
H -4.307175 -1.846567 3.225214 -0.025 -0.001 0.000
H -3.083472 -1.012106 5.920900 -0.003 -0.010 0.018
H -3.253425 0.076015 4.536536 -0.018 0.016 0.020
H -1.672195 -0.143279 5.303210 0.010 0.009 0.018
```
Positions in Å, forces in eV/Å.

Here are the Löwdin charges for atoms 1 to 2, given in e: Ir 1.490; C -0.169

The following is a DFT calculation (wB97M-V/def2-TZVPD) of a molecular structure, C26H42N4OPtSSi3.

The value obtained for the calculated total energy is -73369.759 eV. As for the multiplicity: 1. The value obtained for the LUMO energy is -0.0244 Eh. The calculation puts the HOMO energy at -7.479 eV. The maximum force comes out at 0.59 eV/A. The frontier orbital gap is 6.814 eV.

Geometry as XYZ:
```
78
Properties=species:S:1:pos:R:3:forces:R:3
Pt -0.527143 -0.278860 -0.262364 0.451 -0.326 -0.137
C 0.521598 2.346854 4.538440 -0.003 0.036 0.030
C 0.142408 2.790136 3.281205 -0.049 0.024 -0.077
C -0.299100 1.886510 2.324312 0.020 0.142 0.084
C -0.370973 0.547744 2.656514 0.023 -0.108 -0.086
C -0.016912 0.085847 3.916235 0.039 0.104 0.042
C 0.443047 0.996348 4.853996 -0.007 -0.048 -0.020
N -0.890528 -0.360312 1.665869 0.353 0.305 0.246
N -1.678055 -1.210912 2.135724 -0.379 -0.406 0.052
C -2.314918 -1.938811 1.136234 0.048 0.118 0.214
C -3.179102 -2.970320 1.498519 -0.071 -0.071 -0.043
C -3.848305 -3.646118 0.499163 0.020 0.034 -0.006
C -3.628101 -3.279209 -0.830629 -0.059 -0.063 0.015
C -2.760552 -2.253613 -1.169746 0.097 0.074 0.003
C -2.082876 -1.521801 -0.186907 -0.344 -0.098 -0.104
H 0.880171 3.053536 5.275745 0.003 -0.008 -0.006
H 0.191554 3.842958 3.034784 0.007 -0.005 0.001
H -0.614557 2.212028 1.341691 0.032 0.018 -0.097
H -0.093874 -0.966557 4.146702 -0.005 -0.019 -0.006
H 0.743864 0.649205 5.833720 -0.003 -0.002 -0.002
H -3.296935 -3.227398 2.543708 -0.001 0.012 -0.008
H -4.526226 -4.455273 0.735208 0.007 0.001 0.012
H -4.150203 -3.813965 -1.615905 0.015 0.009 -0.008
H -2.609155 -2.036376 -2.219693 -0.022 -0.026 0.050
C -1.022032 -0.143998 -3.448849 -0.114 0.135 0.081
O -0.182139 -0.300988 -2.315741 0.291 -0.338 -0.386
Si 1.486300 0.179836 -2.299627 -0.141 0.357 -0.112
C 1.432705 1.910551 -3.013607 -0.012 -0.020 -0.153
C 2.431520 -0.863964 -3.528118 0.033 -0.009 -0.033
C 1.733251 0.020247 -0.520416 -0.213 0.139 0.364
Si 2.323532 -1.656706 0.042559 -0.022 -0.043 -0.090
C 1.426440 -3.085666 -0.808568 -0.022 -0.073 0.022
C 4.156174 -1.928509 -0.311587 0.043 -0.076 0.005
C 2.139068 -1.997042 1.885768 -0.008 0.015 0.037
Si 2.682131 1.464997 0.162489 0.052 0.015 0.086
C 3.070775 1.315389 1.999403 0.061 -0.028 0.004
C 4.387862 1.624007 -0.638521 0.046 0.019 -0.009
C 1.840007 3.134358 -0.137062 -0.038 0.015 0.064
H -0.603559 -0.701771 -4.289136 -0.001 -0.010 0.011
H -1.105368 0.913628 -3.707005 -0.002 0.009 0.002
H -2.013403 -0.526424 -3.218805 0.046 0.027 0.002
H 1.293418 1.859879 -4.097901 -0.014 0.004 0.011
H 2.353402 2.467755 -2.836161 -0.001 -0.035 -0.014
H 0.603722 2.482205 -2.589818 0.053 -0.032 -0.029
H 2.161406 -0.608370 -4.556212 -0.012 -0.010 0.021
H 2.316469 -1.938427 -3.395601 0.009 0.019 0.018
H 3.493903 -0.626975 -3.407593 -0.011 -0.013 -0.033
H 1.651773 -3.172566 -1.872470 -0.018 0.021 0.012
H 0.340030 -3.028351 -0.699525 0.058 0.002 0.016
H 1.757882 -4.015653 -0.334817 -0.006 0.006 -0.030
H 4.389583 -1.859793 -1.377388 -0.012 0.016 0.018
H 4.452939 -2.925535 0.030288 -0.010 0.021 -0.026
H 4.782481 -1.204433 0.213222 -0.016 -0.050 0.024
H 1.197157 -1.645853 2.304650 0.028 -0.052 -0.047
H 2.947948 -1.549350 2.465379 -0.015 0.030 0.009
H 2.183533 -3.080241 2.036453 0.022 0.029 0.008
H 3.882847 0.601282 2.163763 -0.018 0.003 -0.013
H 2.226697 1.010920 2.617351 0.045 -0.005 -0.038
H 3.417576 2.289484 2.358616 0.004 -0.027 0.012
H 5.020358 0.763453 -0.414816 -0.002 0.055 -0.016
H 4.892441 2.516218 -0.252735 -0.016 -0.024 -0.014
H 4.343935 1.721847 -1.726096 -0.029 0.012 -0.031
H 0.799826 3.039078 -0.452752 -0.016 -0.006 0.084
H 2.366243 3.697001 -0.912803 -0.028 -0.012 0.061
H 1.864369 3.734800 0.775662 -0.010 0.007 0.008
C -3.814575 1.315562 1.246658 0.003 -0.025 -0.042
N -4.171029 1.078592 -0.138710 -0.047 -0.010 0.037
C -5.239820 0.323119 -0.594398 0.037 0.060 0.059
C -5.224421 0.371440 -1.937837 0.024 0.043 -0.021
N -4.134546 1.153424 -2.285267 0.035 0.010 -0.083
C -3.475148 1.593177 -1.181750 -0.033 -0.130 0.116
S -2.099252 2.545694 -1.113042 0.008 0.163 -0.116
H -4.568793 0.856883 1.881150 -0.001 -0.010 0.009
H -3.765978 2.386951 1.434113 -0.011 0.015 0.002
H -2.840702 0.879981 1.458042 -0.162 0.108 -0.045
H -5.903115 -0.186135 0.081331 0.010 -0.004 -0.006
H -5.875529 -0.077440 -2.664700 0.011 0.001 -0.002
H -3.845444 1.420784 -3.209981 -0.031 -0.013 0.032
```
Positions in Å, forces in eV/Å.

Here are the Löwdin charges for atoms 1 to 2, given in e: Pt 1.102; C -0.082